Entry 1:
Computed, not measured: a molecular structure, C4H8FNS, with ωB97M-V/def2-TZVPD.

Each line ends with the Löwdin charge.
Element x y z (Å)
C -0.042 0.223 -0.040  -0.8590
C 1.183 -0.626 -0.565  -0.1610
C 0.611 1.054 1.181  -0.2056
C -0.679 -0.676 1.121  -0.1516
H -2.398 0.757 -0.386  0.0749
H 1.697 -1.052 0.220  0.0786
H 1.855 -0.094 -1.357  0.1534
H 0.143 2.084 1.400  0.1198
H 1.741 1.060 1.470  0.1331
H 0.847 -0.550 2.464  0.0688
H -1.816 -0.702 1.261  0.1120
H -0.329 -1.679 1.050  0.0807
N 0.111 0.111 2.239  -0.0563
F 0.686 -1.812 -1.261  -0.1200
S -0.946 0.991 -1.289  0.7324

Results
- lowest unoccupied orbital energy (eV) = -0.07
- frontier orbital gap (eV) = 9.07
- maximum force (eV/Å) = 4.8
- E (a.u.) = -709.88509
- net charge = 0

Entry 2:
Computed, not measured: a molecular structure, C4H8FOP, with ωB97M-V/def2-TZVPD.

Each line ends with the Löwdin charge.
Element x y z (Å)
C -1.193 -1.753 -0.178  -0.4839
C -2.041 -1.674 -1.446  -0.1154
C 2.065 1.691 1.545  -0.1539
C 1.072 1.625 0.484  -0.5503
O -1.146 -2.535 0.696  0.0496
F 0.156 2.673 0.601  -0.1043
P 0.154 0.132 -0.043  0.9351
H -1.437 -1.753 -2.450  0.1118
H -2.806 -2.529 -1.445  0.0937
H -2.642 -0.785 -1.588  0.0538
H 2.914 1.016 1.545  0.0643
H 2.487 2.689 1.355  0.0857
H 1.701 1.406 2.607  0.1108
H 1.155 -0.669 -0.324  -0.0842
H -0.439 0.467 -1.359  -0.0127

Results
- lowest unoccupied orbital energy (alpha / beta) (eV) = 0.13 / -0.13
- frontier orbital gap (alpha / beta) (eV) = 7.11 / 7.15
- maximum force (eV/Å) = 2.9
- E (a.u.) = -673.49234
- net charge = 0

Entry 3:
Computed, not measured: 2 unconnected molecules or ions with the total composition C4H8FP, with ωB97M-V/def2-TZVPD.

Each line ends with the Löwdin charge.
Element x y z (Å)
C 1.762 1.332 -0.327  -0.4181
C 1.242 0.531 0.826  -0.4207
C -1.481 -1.282 -0.014  -0.1203
C -1.673 0.096 0.420  -0.1869
F -1.644 1.046 -0.524  -0.0066
P 2.098 -0.550 -0.290  0.8090
H 1.242 1.761 -1.286  0.0996
H 2.653 1.922 -0.157  0.0294
H 1.525 0.569 1.890  0.0404
H -2.086 -1.483 -0.914  0.0957
H -1.566 -2.024 0.795  0.0990
H -0.612 -1.439 -0.533  -0.0323
H -2.382 0.312 1.236  0.1045
H 0.923 -0.791 -1.121  -0.0926

Results
- lowest unoccupied orbital energy (alpha / beta) (eV) = 0.81 / -0.21
- frontier orbital gap (alpha / beta) (eV) = 9.13 / 7.69
- maximum force (eV/Å) = 3.0
- E (a.u.) = -598.21541
- net charge = 0

Entry 4:
Computed, not measured: C4H8FP in the gas phase, with ωB97M-V/def2-TZVPD.

Each line ends with the Löwdin charge.
Element x y z (Å)
C -2.439 0.300 -0.207  -0.1338
C -1.176 0.809 0.509  -0.3180
C -0.046 -0.077 0.404  -0.4711
F -0.042 -1.261 0.903  0.0556
P 1.826 0.777 -0.242  0.7908
C 2.985 -0.747 -0.368  -0.4625
H -2.237 0.366 -1.360  0.0954
H -3.444 0.771 -0.195  0.0606
H -2.792 -0.817 -0.156  0.0991
H -1.418 0.909 1.585  0.1203
H -0.845 1.784 0.111  0.0959
H 2.835 -1.168 0.656  0.0016
H 2.761 -1.330 -1.360  0.0525
H 4.031 -0.316 -0.280  0.0137

Results
- structure (SMILES) = CC/C(F)=P/C
- lowest unoccupied orbital energy (alpha / beta) (eV) = 0.37 / -0.38
- frontier orbital gap (alpha / beta) (eV) = 8.23 / 7.19
- maximum force (eV/Å) = 7.4
- E (a.u.) = -598.27326
- net charge = 0

Entry 5:
Computed, not measured: a molecular structure, C4H8HgO3, with ωB97M-V/def2-TZVPD.

Each line ends with the Löwdin charge.
Element x y z (Å)
H 1.714 -2.680 0.049  -0.0047
O -1.601 0.644 -1.055  0.0045
C -0.400 0.607 -0.459  -0.8098
O -0.295 0.800 0.778  -0.1301
Hg 2.185 0.253 0.606  0.9317
O 0.576 0.305 -1.194  -0.1279
C 2.200 -2.572 1.020  -0.0197
H 3.280 -2.659 1.141  -0.0082
H 1.565 -2.549 1.906  -0.0046
C -2.744 0.959 -0.256  -0.2346
H -2.411 1.372 0.706  0.1149
H -3.338 1.730 -0.768  0.1234
C -3.547 -0.306 -0.056  -0.0737
H -3.607 -0.888 -0.986  0.0821
H -3.102 -0.933 0.728  0.0796
H -4.568 -0.041 0.252  0.0770

Results
- ⟨S²⟩ = 2.01
- lowest unoccupied orbital energy (alpha / beta) (eV) = 0.66 / -3.11
- frontier orbital gap (alpha / beta) (eV) = 9.01 / 6.46
- maximum force (eV/Å) = 1.1
- E (a.u.) = -536.24151
- multiplicity = 3
- net charge = 0

Entry 6:
Computed, not measured: a molecular structure, C4H8HgO3, with ωB97M-V/def2-TZVPD.

Each line ends with the Löwdin charge.
Element x y z (Å)
H -2.735 0.094 2.014  0.1365
C -1.126 1.422 2.512  0.1062
H -0.529 0.641 2.989  0.1318
H -0.752 2.447 2.478  0.1367
C -2.367 1.121 1.992  0.1106
H -2.960 1.899 1.505  0.1395
H -2.230 1.493 3.241  0.2348
O 1.061 0.838 -0.535  0.2787
C 1.328 -0.218 -1.226  -0.7157
O 2.277 -0.892 -0.824  -0.0750
Hg 4.164 -0.962 0.711  1.0632
O 0.561 -0.459 -2.225  0.0705
C 0.796 -1.650 -3.012  0.0354
H 1.780 -1.583 -3.489  0.1167
H 0.730 -2.534 -2.369  0.1124
H 0.002 -1.656 -3.761  0.1175

Results
- ⟨S²⟩ = 2.01
- lowest unoccupied orbital energy (alpha / beta) (eV) = -8.27 / -10.80
- frontier orbital gap (alpha / beta) (eV) = 9.45 / 7.94
- maximum force (eV/Å) = 0.9
- E (a.u.) = -535.52972
- multiplicity = 3
- net charge = +2

Entry 7:
Computed, not measured: a molecular structure, C4H8HoO3, with ωB97M-V/def2-TZVPD.

Each line ends with the Löwdin charge.
Element x y z (Å)
C -1.950 0.056 0.172  0.0455
H -2.086 0.939 -0.465  0.0961
H -2.931 -0.127 0.644  0.0728
H -1.881 -1.018 -0.090  0.0875
O -1.262 0.610 1.662  -0.2735
C -0.646 -0.370 2.524  -0.2955
H -0.403 0.136 3.477  0.0624
H -1.281 -1.277 2.627  0.0691
O 2.774 0.360 -0.334  -0.1053
C 2.384 0.461 -1.491  -0.1648
C 0.992 0.070 -1.867  -0.3205
O 0.322 -0.476 -0.800  -0.4229
Ho 1.348 -0.667 1.188  1.7026
H 3.023 0.946 -2.251  0.1515
H 1.085 -0.630 -2.726  0.1454
H 0.511 0.988 -2.272  0.1497

Results
- ⟨S²⟩ = 6.02
- lowest unoccupied orbital energy (alpha / beta) (eV) = -4.65 / -4.97
- frontier orbital gap (alpha / beta) (eV) = 7.65 / 6.39
- maximum force (eV/Å) = 5.1
- E (a.u.) = -1330.57340
- multiplicity = 5
- net charge = +1

Entry 8:
Computed, not measured: a gas-phase ion, C4H8IN2 (charge +1), with ωB97M-V/def2-TZVPD.

Each line ends with the Löwdin charge.
Element x y z (Å)
C -1.517 0.064 1.441  -0.0521
C 2.257 -0.980 0.068  -0.6236
C -0.426 -0.373 0.530  -0.2330
C -2.029 1.063 -1.070  0.0263
N -1.486 0.231 0.015  -0.0933
N 3.407 -1.255 -0.439  -0.0212
I 1.765 0.967 0.316  1.1741
H -2.276 -0.562 1.870  0.1162
H -1.232 0.958 1.966  0.1004
H 0.242 -1.312 0.288  0.0876
H -1.321 1.070 -1.828  0.0684
H -2.955 0.775 -1.423  0.0713
H -2.238 2.139 -0.835  0.1243
H 4.107 -0.529 -0.604  0.1023
H 3.704 -2.258 -0.296  0.1523

Results
- lowest unoccupied orbital energy (alpha / beta) (eV) = -4.41 / -4.41
- frontier orbital gap (alpha / beta) (eV) = 8.62 / 8.62
- maximum force (eV/Å) = 2.9
- E (a.u.) = -563.98036
- net charge = +1

Entry 9:
Computed, not measured: a gas-phase ion, C4H8IN2 (charge +1), with ωB97M-V/def2-TZVPD.

Each line ends with the Löwdin charge.
Element x y z (Å)
C 0.622 1.403 0.003  -0.0170
C -0.394 0.393 -0.582  -0.3122
N 0.405 -0.848 -0.921  0.1184
C -0.163 -1.865 -0.299  -0.0727
N -1.080 -1.553 0.612  -0.0120
C -1.426 -0.145 0.551  -0.7204
I -3.476 0.071 -0.011  0.9107
H 0.095 2.289 0.044  0.0644
H 1.404 1.435 -0.680  0.0600
H 0.943 0.896 0.999  0.1317
H -0.881 0.798 -1.438  0.1105
H 1.110 -0.970 -1.652  0.1842
H 0.253 -2.857 -0.410  0.1670
H -1.709 -2.111 1.251  0.1852
H -1.225 0.226 1.813  0.2022

Results
- structure (SMILES) = C[C@H]1NC=[NH+][C@@H]1I
- lowest unoccupied orbital energy (eV) = -3.92
- frontier orbital gap (eV) = 9.70
- maximum force (eV/Å) = 4.4
- E (a.u.) = -564.13251
- net charge = +1

Entry 10:
Computed, not measured: a molecular structure, C4H8IN2, with ωB97M-V/def2-TZVPD.

Each line ends with the Löwdin charge.
Element x y z (Å)
C -0.738 0.556 1.286  -0.0885
C -1.255 -0.615 0.920  -0.2998
C -0.082 1.311 0.150  -0.1445
C 0.387 0.254 -0.782  -0.1210
N -0.844 -1.207 -0.248  -0.5613
N 1.657 -0.524 -0.532  0.2550
I -2.004 -1.838 -1.765  0.8742
H -0.855 0.936 2.292  0.1155
H -1.898 -1.193 1.607  0.1367
H -0.909 2.014 -0.280  0.1808
H 0.658 1.897 0.550  0.0904
H 0.319 0.148 -1.859  0.1093
H 2.315 -0.066 -1.168  0.1920
H 1.387 -1.417 -0.583  0.0969
H 1.861 -0.255 0.411  0.1643

Results
- lowest unoccupied orbital energy (eV) = -3.95
- frontier orbital gap (eV) = 8.37
- maximum force (eV/Å) = 7.1
- E (a.u.) = -564.03290
- net charge = +1

Entry 11:
Computed, not measured: 2 unconnected molecules or ions with the total composition C4H8IP, with ωB97M-V/def2-TZVPD.

Each line ends with the Löwdin charge.
Element x y z (Å)
C -0.267 0.777 -1.143  -0.1817
C -0.013 -0.265 -0.319  -0.4373
C -0.321 2.273 -0.855  -0.0532
C 0.247 -2.821 0.796  -0.3577
P 0.054 -1.994 -0.849  0.9834
I 3.558 -1.272 -1.578  -0.3686
H -0.404 0.479 -2.115  0.0567
H 0.257 0.121 0.701  0.0921
H 0.399 2.807 -1.379  0.0623
H -1.277 2.795 -1.038  0.0987
H -0.106 2.535 0.082  0.0233
H 1.125 -2.371 1.377  0.0823
H 0.114 -3.802 0.626  -0.0354
H -0.535 -2.622 1.506  0.0350

Results
- lowest unoccupied orbital energy (alpha / beta) (eV) = -2.62 / -2.62
- frontier orbital gap (alpha / beta) (eV) = 5.46 / 5.48
- maximum force (eV/Å) = 4.6
- E (a.u.) = -796.14346
- net charge = 0

Entry 12:
Computed, not measured: a molecular structure, C4H8InO4, with ωB97M-V/def2-TZVPD.

Each line ends with the Löwdin charge.
Element x y z (Å)
In 0.528 -2.981 0.091  0.8715
O -2.246 1.601 0.717  -0.1193
C -2.151 1.281 2.055  -0.3392
C -1.505 -0.172 2.358  -0.2525
O -1.573 -1.368 1.469  -0.3917
H -3.220 1.302 2.270  0.1024
H -1.721 2.008 2.743  0.0847
H -1.887 -0.475 3.333  0.0816
H -0.442 0.039 2.475  0.0906
O 2.784 -1.417 -1.066  -0.4584
C 2.522 -0.295 -1.945  -0.3768
C 0.997 0.008 -2.359  -0.3515
O -0.137 -0.676 -1.859  -0.2598
H 3.059 -0.257 -2.893  0.0647
H 3.074 0.542 -1.517  0.0768
H 1.006 -0.231 -3.423  0.0916
H 0.911 1.090 -2.448  0.0854

Results
- lowest unoccupied orbital energy (eV) = -0.17
- frontier orbital gap (eV) = 3.19
- maximum force (eV/Å) = 4.9
- E (a.u.) = -647.95676
- net charge = -1

Entry 13:
Computed, not measured: a molecular structure, C4H8MgO3Pm, with ωB97M-V/def2-TZVPD.

Each line ends with the Löwdin charge.
Element x y z (Å)
O 1.689 -1.177 2.296  -0.4029
Mg -0.028 -1.169 3.129  1.2849
Pm 1.365 -0.025 0.937  1.6611
O -0.681 -0.494 1.492  -0.4649
O -0.154 1.057 -0.646  -0.2811
C 0.759 0.781 -1.745  -0.2820
C -1.373 0.328 -0.622  -0.1703
C 1.886 -0.028 -1.198  -0.1772
C -1.763 0.086 0.825  -0.2356
H 1.062 1.758 -2.166  0.1461
H 0.193 0.268 -2.546  0.1441
H -1.205 -0.650 -1.107  0.1451
H -2.163 0.869 -1.166  0.1604
H 2.448 -1.807 2.289  0.1301
H -2.049 1.028 1.324  0.1444
H -2.652 -0.565 0.838  0.1485
H 2.665 -0.261 -1.936  0.0495

Results
- ⟨S²⟩ = 8.76
- lowest unoccupied orbital energy (alpha / beta) (eV) = -10.22 / -10.23
- frontier orbital gap (alpha / beta) (eV) = 4.68 / 5.78
- maximum force (eV/Å) = 13.8
- E (a.u.) = -1190.66335
- multiplicity = 6
- net charge = +2

Entry 14:
Computed, not measured: a molecular structure, C4H8MgO3Rh, with ωB97M-V/def2-TZVPD.

Each line ends with the Löwdin charge.
Element x y z (Å)
O 1.816 2.441 -0.075  -0.4329
Mg 3.140 1.120 0.306  1.2783
Rh 0.304 1.290 0.593  1.3937
O 1.710 -0.110 0.253  -0.4467
O -0.924 -0.518 0.682  -0.2495
C -2.030 0.114 -0.022  -0.2590
C -0.185 -1.503 -0.026  -0.1583
C -1.589 1.485 -0.412  0.0122
C 1.274 -1.430 0.389  -0.2323
H -2.903 0.092 0.655  0.1495
H -2.298 -0.524 -0.885  0.1459
H -0.247 -1.270 -1.104  0.1482
H -0.605 -2.506 0.151  0.1647
H 1.644 3.110 -0.809  0.1084
H 1.424 -1.755 1.432  0.1474
H 1.847 -2.126 -0.246  0.1524
H -2.377 2.090 -0.881  0.0780

Results
- ⟨S²⟩ = 8.76
- lowest unoccupied orbital energy (alpha / beta) (eV) = -10.01 / -10.95
- frontier orbital gap (alpha / beta) (eV) = 5.97 / 7.36
- maximum force (eV/Å) = 2.4
- E (a.u.) = -692.72003
- multiplicity = 6
- net charge = +2

Entry 15:
Computed, not measured: a gas-phase ion, C4H8N (charge +1), with ωB97M-V/def2-TZVPD.

Each line ends with the Löwdin charge.
Element x y z (Å)
C -1.259 0.167 -1.326  -0.0351
C -0.401 -0.091 -0.128  -0.3564
C -1.004 -0.508 1.058  0.3175
C 1.814 0.246 0.713  -0.0353
N 0.868 0.201 -0.467  0.2208
H -1.240 1.265 -1.562  0.1209
H -2.324 -0.047 -1.092  0.0968
H -0.946 -0.462 -2.126  0.0869
H -0.717 -0.871 2.095  0.1461
H -2.045 -0.801 0.936  0.1069
H 2.247 -0.786 1.003  0.1517
H 1.355 0.624 1.666  0.1055
H 2.687 0.787 0.446  0.0737

Results
- lowest unoccupied orbital energy (eV) = -8.74
- frontier orbital gap (eV) = 7.75
- maximum force (eV/Å) = 4.8
- E (a.u.) = -211.54049
- net charge = +1